Entry 1:
{
  "formula": "C34H38IrN3O2S3Si",
  "method": "wB97M-V/def2-TZVPD",
  "homo_lumo_gap_ev": [7.60, 5.90],
  "multiplicity": 2,
  "s2": 0.76,
  "largest_force_ev_per_a": 0.73,
  "de_lowest_kj_mol": 0.0,
  "total_charge": 1,
  "species": ["Ir", "C", "C", "N", "N", "C", "S", "S", "C", "C", "C", "C", "C", "C", "C", "C", "C", "C", "C", "C", "C", "O", "H", "H", "H", "H", "H", "H", "H", "H", "H", "H", "H", "H", "H", "H", "C", "Si", "C", "C", "C", "C", "C", "C", "N", "C", "S", "H", "H", "H", "H", "H", "H", "H", "H", "H", "H", "H", "H", "C", "C", "C", "C", "C", "C", "C", "O", "C", "C", "C", "H", "H", "H", "H", "H", "H", "H", "H", "H", "H", "H", "H"],
  "xyz": [[-0.96835, -0.91913, -1.21348], [-3.97945, 2.14168, -1.36896], [-3.34266, 0.78540, -1.46021], [-2.04275, 0.72253, -1.52827], [-1.36205, 1.92237, -1.70526], [-0.27437, 1.72226, -2.35963], [0.26359, 0.12179, -2.86376], [0.79857, 2.99348, -2.81709], [-0.05150, 4.47210, -2.17357], [0.27470, 4.77906, -0.73939], [-0.61213, 4.46380, 0.28400], [-0.30325, 4.76414, 1.60308], [0.89980, 5.38184, 1.91233], [1.79479, 5.69273, 0.89768], [1.48309, 5.39136, -0.41845], [-4.19214, -0.40448, -1.53161], [-5.59454, -0.25096, -1.46083], [-6.45417, -1.31403, -1.58483], [-5.94560, -2.59559, -1.78770], [-4.59220, -2.79634, -1.89449], [-3.69786, -1.71713, -1.79373], [-2.42603, -2.00224, -1.98212], [-3.28310, 2.86571, -0.96466], [-4.86059, 2.09888, -0.73914], [-4.28526, 2.48695, -2.35909], [-1.11970, 4.33694, -2.33268], [0.28924, 5.27139, -2.83179], [-1.55385, 3.98935, 0.04227], [-1.00893, 4.52548, 2.38879], [1.13652, 5.63117, 2.93845], [2.73221, 6.18028, 1.13054], [2.18198, 5.64614, -1.20726], [-6.02297, 0.72731, -1.31955], [-7.52160, -1.15237, -1.53325], [-6.62066, -3.43823, -1.86541], [-4.17636, -3.77903, -2.06595], [0.98111, 1.66692, 4.52772], [1.26510, -0.03394, 3.81363], [1.40899, -1.31586, 5.16946], [2.80079, -0.03157, 2.74603], [-0.29530, -0.49231, 2.81994], [-1.47471, -0.78916, 3.50512], [-2.65946, -1.11544, 2.85303], [-2.65864, -1.16546, 1.47528], [-1.54414, -0.89005, 0.80042], [-0.39082, -0.55828, 1.43460], [0.81335, -0.24555, 0.18361], [1.87397, 2.01519, 5.05139], [0.15566, 1.66980, 5.24279], [0.74948, 2.38660, 3.73965], [2.37664, -1.22691, 5.66761], [1.32826, -2.33177, 4.77796], [0.64016, -1.19045, 5.93434], [3.67058, 0.01655, 3.40631], [2.83452, 0.83652, 2.08601], [2.90268, -0.92412, 2.12681], [-1.48105, -0.75711, 4.58958], [-3.56122, -1.33521, 3.40529], [-3.53472, -1.42388, 0.89411], [5.61633, -1.29363, -2.84298], [4.37566, -1.95366, -2.31808], [4.33960, -2.49695, -1.03782], [3.18972, -3.08070, -0.53232], [3.17945, -3.63095, 0.86933], [2.03175, -3.07541, -1.33326], [0.80639, -3.47207, -0.66889], [-0.27177, -2.87644, -0.70002], [2.06458, -2.61530, -2.66235], [0.94740, -2.87629, -3.63714], [3.24271, -2.05197, -3.12156], [6.41043, -1.28636, -2.09889], [5.40833, -0.26240, -3.13191], [5.98484, -1.81085, -3.73003], [5.22880, -2.46154, -0.41947], [4.17573, -3.57374, 1.30309], [2.87054, -4.67802, 0.89265], [2.50175, -3.07555, 1.52134], [0.82729, -4.35834, -0.02468], [-0.03439, -2.96222, -3.17781], [1.14807, -3.82037, -4.14928], [0.90494, -2.10079, -4.40066], [3.28826, -1.69558, -4.14488]]
}

***

Entry 2:
{
  "formula": "C18H25NO",
  "method": "wB97M-V/def2-TZVPD",
  "homo_lumo_gap_ev": 8.31,
  "largest_force_ev_per_a": 5.81,
  "de_lowest_kj_mol": 471.6,
  "species": ["O", "C", "C", "C", "C", "C", "C", "C", "C", "C", "C", "N", "C", "C", "C", "C", "C", "C", "C", "C", "H", "H", "H", "H", "H", "H", "H", "H", "H", "H", "H", "H", "H", "H", "H", "H", "H", "H", "H", "H", "H", "H", "H", "H", "H"],
  "xyz": [[-4.92880, 0.65682, -1.38619], [3.37396, -1.41646, -1.49660], [2.18144, -1.31574, -0.86168], [1.47393, -0.11666, 1.22665], [0.05935, -0.36768, 1.27866], [6.54139, 0.01826, 0.13308], [5.84025, 0.71729, 1.08769], [5.83792, -0.67489, -0.87708], [4.48053, 0.52481, 1.26904], [4.45433, -0.84341, -0.74458], [3.74468, -0.21153, 0.28742], [2.35737, -0.55375, 0.29073], [-1.36976, -0.95445, 3.12023], [-3.54936, 1.19047, -3.09559], [-3.47957, -1.04368, -2.18525], [-2.86909, 0.56179, 0.66520], [-1.98294, 1.01912, 1.87201], [-2.54996, 0.90551, -0.83906], [-0.78721, 0.12902, 2.40986], [-3.60194, 0.44598, -1.77305], [-5.29044, 1.55658, -1.37955], [3.57399, -2.07944, -2.38931], [1.24603, -1.74300, -1.11244], [1.86378, 0.60065, 1.89873], [-0.28698, -1.08309, 0.54098], [7.57811, -0.04255, 0.13755], [6.58573, 1.26307, 1.77714], [6.23961, -1.21344, -1.74126], [4.05435, 1.17320, 1.97538], [-1.69867, -0.42351, 3.93713], [-2.38475, -1.43116, 2.70252], [-0.71702, -1.82141, 3.27670], [-3.41081, 2.23602, -2.95987], [-4.47284, 0.96711, -3.70537], [-2.63782, 0.80250, -3.60358], [-3.88543, -1.65114, -1.40510], [-3.76250, -1.22432, -3.20724], [-2.49747, -1.45580, -2.13053], [-3.85567, 1.04344, 0.82985], [-3.08163, -0.55891, 0.82425], [-2.70385, 1.06050, 2.67018], [-1.62984, 2.08127, 1.65347], [-1.54029, 0.57830, -1.19812], [-2.28005, 1.99749, -0.91989], [-0.23206, 0.69682, 3.14688]]
}

***

Entry 3:
{
  "formula": "C2H6IOS",
  "method": "wB97M-V/def2-TZVPD",
  "homo_lumo_gap_ev": [10.32, 6.16],
  "multiplicity": 3,
  "s2": 2.01,
  "largest_force_ev_per_a": 3.04,
  "de_lowest_kj_mol": 0.0,
  "total_charge": 1,
  "species": ["C", "C", "O", "S", "I", "H", "H", "H", "H", "H", "H"],
  "xyz": [[0.14538, 0.10693, 1.55735], [-0.46751, 0.19796, -1.58022], [-0.77644, 2.25390, 0.10034], [-0.78246, 0.80820, 0.13450], [-4.33986, 0.14549, 0.00391], [1.11567, 0.55476, 1.58679], [0.22994, -0.92030, 1.67414], [-0.31270, 0.58000, 2.45898], [0.49457, -0.23187, -1.69832], [-0.40625, 1.02541, -2.34947], [-1.40730, -0.52467, -1.64289]]
}

***

Entry 4:
{
  "formula": "C2H12O5",
  "method": "wB97M-V/def2-TZVPD",
  "homo_lumo_gap_ev": 10.12,
  "largest_force_ev_per_a": 3.84,
  "de_lowest_kj_mol": 122.6,
  "species": ["C", "C", "O", "H", "H", "H", "H", "H", "H", "O", "H", "H", "O", "H", "H", "O", "H", "H", "O"],
  "xyz": [[2.25718, 1.47619, 0.38141], [2.32235, 0.16106, 0.49693], [1.18018, -0.33112, 1.08168], [3.12803, 2.04267, -0.05122], [1.37301, 2.15650, 0.61120], [3.12094, -0.47670, 0.21682], [0.95490, -1.27164, 0.92942], [-2.20998, -2.60528, -0.29948], [-1.82332, -1.18974, -0.09322], [-1.67340, -2.03763, 0.20964], [-0.11678, -0.85392, -3.21313], [-0.46011, -0.07566, -1.96796], [0.26186, -0.48660, -2.44260], [-2.99433, 0.69923, -0.90270], [-1.59704, 0.69986, -0.01632], [-2.09774, 0.38545, -0.76013], [-0.12621, 0.42891, 1.47179], [-0.69140, 1.93848, 1.47772], [-0.92525, 1.05537, 1.48229]]
}

***

- What is the formula in the fourth record?
  C2H12O5